1.
The following is a DFT calculation (ωB97M-V/def2-TZVPD) of 9 unconnected molecules or ions with the total composition H18O9.

```
27
Properties=species:S:1:pos:R:3:mulliken_charge:R:1
O 4.369 -0.925 1.864 -0.6046
H -3.455 1.576 -0.636 0.3080
O -1.015 -0.607 2.205 -0.6558
H 0.773 2.917 1.554 0.3122
H -0.589 -0.057 -2.988 0.2573
O 1.039 -1.106 1.939 -0.6027
H 0.231 -2.963 -2.869 0.2758
H 1.448 1.962 2.526 0.3269
H 4.057 -1.831 1.969 0.2961
H 4.558 -0.850 0.922 0.3019
O 1.553 2.827 2.113 -0.6433
H 0.494 -0.424 1.531 0.3589
O -0.056 -2.744 -1.975 -0.5171
H 0.836 2.642 -1.716 0.2917
O -3.455 1.937 0.257 -0.6300
H -0.122 -3.598 -1.534 0.2784
H 0.494 -1.900 1.892 0.2966
H -2.228 -1.764 -0.320 0.2742
H -2.563 2.284 0.370 0.3146
O -0.094 2.540 -1.483 -0.5934
H -1.232 -1.214 2.922 0.3051
H -1.700 -0.768 1.546 0.3044
O -1.581 -1.286 -0.851 -0.5547
O -0.096 0.686 -2.622 -0.5061
H 0.738 0.675 -3.104 0.2736
H -0.498 3.368 -1.763 0.2801
H -1.906 -1.377 -1.754 0.2519
```

energy	-687.82946	hartree
structure (SMILES)	O.O.O.O.O.O.O.O.O
frontier orbital gap	9.65	eV
LUMO	-0.008	eV
E_HOMO	-9.65	eV
energy above the lowest of the compared OMol25 structures with the same formula, charge and spin	123.2	kcal per mole

2.
The following is a DFT calculation (ωB97M-V/def2-TZVPD) of C4H7Cl in the gas phase.

```
12
Properties=species:S:1:pos:R:3:mulliken_charge:R:1
Cl -2.484 -0.028 -0.314 -0.2259
C -0.882 0.003 0.574 -0.0210
H -0.182 2.093 -0.377 0.3125
C 0.128 -1.032 0.169 -0.5623
H 1.827 -0.122 -0.890 0.3244
H 0.836 -1.426 0.995 0.2199
C 0.780 -0.016 -0.794 -0.6341
H -0.169 -1.944 -0.264 0.3410
H 0.427 -0.224 -1.776 0.2465
H -1.073 0.224 1.660 0.3037
C 0.110 1.094 0.047 -0.5148
H 0.682 1.378 0.969 0.2101
```

energy	-616.75471	hartree
structure (SMILES)	ClC1CCC1
frontier orbital gap	11.38	eV
LUMO	1.046	eV
E_HOMO	-10.34	eV
energy above the lowest of the compared OMol25 structures with the same formula, charge and spin	14.3	kcal per mole

3.
The following is a DFT calculation (ωB97M-V/def2-TZVPD) of a molecular structure, C48H39N14SZr.

```
103
Properties=species:S:1:pos:R:3:mulliken_charge:R:1
C 1.504 3.974 -3.055 -0.7467
H 1.743 5.023 -4.908 0.4026
C 1.597 -0.050 4.532 0.2004
H 1.584 4.742 -2.283 0.3026
H -3.624 -0.867 -4.506 0.4654
H -4.158 2.659 -1.030 0.4121
N -1.434 -1.503 1.218 -0.8280
C -2.081 -1.767 -3.395 -1.1972
H -2.928 1.796 3.988 -0.0945
C 5.058 -0.916 -1.730 -0.0821
C 0.750 -0.351 7.153 -0.7045
H 2.809 -0.040 7.668 0.4197
H 4.924 -1.479 -2.645 0.5384
C 1.071 -2.522 -2.081 0.5948
H 3.988 3.219 -2.365 0.3382
H 3.504 1.143 -4.527 0.2663
H 7.093 -0.398 -2.093 0.4522
H -5.014 1.281 -0.320 0.4287
C 3.408 2.380 -2.750 0.3994
C -2.760 0.064 -1.376 0.1627
C -1.074 -5.577 -2.357 -0.6059
H 0.377 -0.600 -2.366 0.1190
H 0.453 3.859 -3.318 0.4472
C 0.237 -0.290 4.835 0.2440
N 2.257 -2.260 -1.682 -0.4996
C 5.382 0.523 0.698 -0.4870
H 1.784 2.530 -5.312 0.2671
N 0.444 -0.315 2.574 0.0962
C -1.417 -3.219 -1.460 0.3900
C 2.535 0.056 5.554 -0.3732
N 0.463 1.138 -1.388 0.2988
H 7.371 0.850 0.004 0.4427
H -6.917 -0.883 2.500 0.4443
H 4.689 2.439 -4.462 0.4260
C -0.650 -4.281 -2.111 -0.5790
H 3.684 1.497 -2.182 -0.6131
H -1.237 -0.631 6.371 0.5344
C 3.649 2.189 -4.251 -0.6863
H -2.141 2.634 5.332 0.2723
N -1.963 -3.225 -0.324 -0.8777
C 2.097 -0.097 6.855 -0.5808
H 5.510 1.054 1.633 0.5541
C -3.070 -0.885 -3.576 -1.1708
C 6.254 -0.313 -1.415 -0.8460
H -4.948 -2.340 -1.022 0.5505
H -3.817 3.026 4.912 0.3952
C 4.001 -0.779 -0.823 0.3930
C -6.058 -1.628 0.688 -1.0498
H 3.239 4.869 -3.999 0.3374
N 2.786 0.097 2.375 -0.3978
H -7.022 -1.795 0.226 0.4150
N -1.861 1.222 0.433 0.7567
C -0.449 -0.427 3.578 0.0121
C -2.890 1.081 -0.344 0.6081
C -3.692 -1.703 0.608 -0.0600
C -0.205 -6.476 -2.954 -0.7100
C -2.280 -1.894 0.112 2.5317
H -0.544 -7.479 -3.178 0.4194
H 3.166 3.350 -6.018 0.4010
H 0.454 -0.499 8.183 0.4142
C -4.778 -0.884 2.604 -0.1694
H -4.072 0.899 -2.788 0.5467
C 1.548 -4.827 -2.959 -0.3668
C 0.666 -3.900 -2.423 0.1174
C 2.698 3.080 -5.073 -0.6576
N 0.103 -1.562 -2.232 0.1249
H -2.081 -5.872 -2.091 0.5377
N 1.968 -0.805 0.231 -0.3957
H -4.726 -0.479 3.606 0.5888
H -0.224 3.910 3.360 0.2852
H 2.571 -4.529 -3.146 0.5478
Zr -0.042 -0.049 0.570 0.1207
C 2.329 4.342 -4.292 -0.6774
C -4.898 -1.934 -0.019 -0.2008
C 1.710 -0.057 3.094 -0.1271
N -1.853 -0.970 -1.050 0.0967
N -1.983 2.111 1.454 -0.7414
H -3.064 3.931 2.717 0.1618
C -1.324 -1.831 -2.107 0.4173
C -3.626 -1.197 1.905 0.1504
N -1.775 -0.618 3.401 -0.4653
C 4.154 -0.066 0.385 0.8967
C -0.886 2.643 1.956 0.3474
C -0.195 -0.439 6.151 -0.3562
C -3.383 0.097 -2.566 -0.1515
H -2.271 4.790 4.047 0.4306
N -1.058 3.516 2.961 -0.0928
C 1.197 1.849 -1.947 -0.2829
H -4.128 2.418 0.721 0.2796
C -4.126 1.908 -0.237 -2.0472
H 1.775 -6.819 -3.704 0.4242
C -2.206 -1.073 2.258 1.0284
C 1.101 -6.104 -3.252 -0.6881
H -1.813 -2.505 -4.140 0.6338
C 2.907 -0.158 1.080 -0.6209
C 2.654 -1.251 -0.859 -0.4630
S 0.718 2.427 1.334 -0.4992
C -5.997 -1.110 1.978 -0.7887
C -2.358 3.829 3.541 -0.4222
H 3.576 0.242 5.324 0.5470
C 6.410 0.400 -0.209 -0.6739
N 1.990 2.689 -2.517 0.2483
C -2.843 2.751 4.506 -0.6075
```

energy	-3064.35765	hartree
frontier orbital gap	4.81	eV
LUMO	-3.448	eV
net charge	+1
E_HOMO	-8.25	eV
energy above the lowest of the compared OMol25 structures with the same formula, charge and spin	85.8	kcal per mole

4.
The following is a DFT calculation (ωB97M-V/def2-TZVPD) of 17 unconnected molecules or ions with the total composition C14H62O24.

```
100
Properties=species:S:1:pos:R:3:mulliken_charge:R:1
O 3.400 -1.329 -1.037 -0.6965
O -1.694 -1.236 3.759 -0.6455
H 4.063 0.052 1.000 0.0214
C 0.768 2.281 -3.880 -0.0360
C -3.446 5.142 -0.032 -0.2945
O -0.298 1.524 -5.876 -0.5467
O 2.326 0.295 2.989 -0.4958
H -0.335 0.541 -3.981 0.1123
H 3.332 1.953 2.357 0.1085
O 0.420 -0.395 1.165 0.2533
O 0.697 6.371 1.344 -0.5415
H 1.860 0.386 2.096 0.3102
H 4.032 -1.607 2.632 0.3390
O 1.828 -2.246 -6.381 -0.5427
H -2.171 -2.921 -1.242 0.2408
H -1.528 -0.314 3.901 0.3073
H 0.520 -5.118 0.675 0.3504
H -2.480 5.486 0.362 -0.0004
H 3.971 1.183 3.866 0.3134
O 2.686 -2.753 1.440 -0.3466
O -1.979 1.471 4.494 -0.6556
H 1.702 -3.011 4.135 0.3093
C -0.445 1.502 -4.516 -0.2397
O -3.640 1.766 2.228 -0.6884
O -2.922 -5.272 -2.498 -0.6326
C 1.826 -2.338 -3.898 0.1443
C 0.389 5.344 2.267 -0.8500
H -1.067 1.724 4.865 0.3073
O 0.482 -0.497 -1.746 0.7924
H -1.337 2.013 -4.127 0.3577
O 0.080 -4.416 -1.223 -0.5553
H 0.755 3.269 2.615 0.0126
H 1.899 -1.321 -6.157 0.3134
O -1.785 -2.459 -2.050 -0.4919
H -3.984 5.795 -0.692 0.4300
H 5.474 0.679 1.812 0.3982
H -1.710 -5.045 1.626 0.3717
H 1.207 1.139 4.015 0.4087
H 0.729 -2.256 -3.843 0.0746
H -1.802 -5.876 0.058 0.2272
C -0.679 -0.184 0.246 0.5921
H 2.074 -0.335 -3.489 0.4192
H -3.004 -4.841 -1.637 0.3728
H -0.438 3.334 0.581 0.1079
H -4.073 3.393 -1.137 0.3318
H -3.737 -2.995 2.530 0.3272
C 0.940 4.016 1.856 0.1695
O 1.926 1.482 -4.047 -0.6013
C 3.598 0.995 2.835 -0.2323
H 1.639 -3.905 -5.376 0.3357
H 3.227 -3.219 -5.365 0.3748
H -3.891 4.049 1.555 0.3204
C -1.557 -4.901 0.524 -0.7322
H -0.209 -1.142 -2.062 -0.3408
H 0.005 -3.466 0.617 -0.3632
H -1.104 0.948 -1.511 0.2753
O -3.407 -2.223 2.076 -0.7388
H 3.793 -1.346 -1.912 0.3113
H -2.885 -1.812 2.811 0.4413
H 2.532 -0.982 -1.315 0.2299
H 3.063 -2.810 0.554 0.1921
C 2.206 -2.999 -5.245 -0.6409
H -1.187 -1.101 -0.073 -0.4788
O -2.241 2.942 -0.237 -0.1456
H -0.443 -3.656 -1.508 0.3704
H 0.563 2.196 -2.810 -0.1224
H -1.412 0.405 0.764 -0.3835
H 0.870 -1.217 0.984 -0.2076
H -2.157 -5.814 -2.381 0.3278
H -0.886 -1.757 3.743 0.3864
C -3.113 3.918 -0.877 -0.6137
H 1.955 1.190 -4.982 0.3368
O 0.568 1.693 4.498 -0.6451
C -0.189 0.529 -0.999 -1.0917
H -0.152 6.702 1.052 0.3232
H -2.761 -3.327 0.921 0.2673
H 1.997 4.141 1.804 0.3288
H 0.809 5.673 3.252 0.3198
C -0.213 -4.449 0.186 0.6774
O 0.514 3.530 0.566 -0.3574
O 4.807 -1.045 2.664 -0.5899
O 0.932 -2.544 3.771 -0.7698
H 0.861 1.512 5.391 0.3487
H -2.464 1.180 5.271 0.2722
H -2.610 4.134 -1.779 0.4190
C 4.521 0.132 2.005 -0.1756
H -2.235 -2.884 -2.791 0.2801
H 2.561 -3.671 1.703 0.2074
H -0.924 0.966 -6.369 0.3415
O -2.553 -3.927 0.161 -0.6729
H 2.083 -3.062 -3.092 0.1792
H -2.777 2.477 0.467 0.1244
H -3.036 1.957 2.979 0.3960
O 2.574 -1.145 -3.721 -0.5835
H -0.622 5.282 2.456 0.4794
H 1.209 -1.726 3.263 0.3269
H 0.452 1.350 -0.763 0.7148
H 0.834 3.337 -4.189 0.3443
O -4.353 4.719 1.024 -0.5337
H -3.626 0.793 2.040 0.2033
```

energy	-2376.28713	hartree
frontier orbital gap	9.87	eV
LUMO	-0.049	eV
E_HOMO	-9.92	eV
energy above the lowest of the compared OMol25 structures with the same formula, charge and spin	0.0	kcal per mole